Entry 1:
Here is a cluster of 16 separate species, C87H87N9 in total at a distorted geometry from the Open Molecules 2025 dataset. Energies are from wB97M-V/def2-TZVPD.

Each line ends with the Mulliken charge.
Atoms and positions in Å:
C: 21.66 13.73 15.37  0.611
C: 21.56 12.76 16.34  -0.675
C: 22.66 12.16 16.97  -0.480
C: 23.93 12.66 16.63  -0.487
C: 24.08 13.57 15.57  -1.056
C: 22.94 14.12 14.95  -0.294
H: 20.71 14.17 15.10  0.417
H: 20.59 12.56 16.78  0.352
H: 22.56 11.48 17.81  0.399
H: 24.77 12.31 17.20  0.342
H: 25.09 13.82 15.27  0.435
H: 23.17 14.82 14.15  0.449
C: 11.11 12.83 16.11  -0.072
C: 11.98 12.38 17.12  -0.345
C: 12.23 13.22 18.21  -0.188
C: 11.70 14.52 18.24  -0.726
C: 10.97 15.01 17.09  -0.775
C: 10.62 14.15 16.10  -0.511
H: 10.97 12.17 15.26  0.519
H: 12.41 11.39 16.98  0.460
H: 12.95 12.85 18.93  0.287
H: 12.01 15.12 19.09  0.387
H: 10.48 15.98 17.09  0.440
H: 10.12 14.47 15.20  0.484
C: 9.81 12.45 12.09  -0.656
C: 9.97 13.78 12.53  -0.165
C: 11.22 14.30 12.74  -0.989
C: 12.38 13.52 12.63  -0.057
C: 12.18 12.16 12.17  -0.562
C: 10.90 11.64 11.92  -0.729
H: 8.80 12.11 11.90  0.427
H: 9.12 14.40 12.77  0.451
H: 11.26 15.34 13.04  0.349
H: 13.37 13.92 12.75  0.737
H: 13.05 11.53 12.03  0.648
H: 10.89 10.61 11.58  0.551
C: 12.88 8.31 19.46  -0.708
C: 13.13 7.21 18.62  -0.499
C: 13.93 7.28 17.48  -0.635
C: 14.48 8.57 17.13  0.679
C: 14.29 9.64 17.99  -0.893
C: 13.53 9.49 19.14  -0.342
H: 12.18 8.13 20.26  0.477
H: 12.64 6.26 18.80  0.329
H: 14.17 6.47 16.81  0.369
H: 14.85 8.83 16.15  0.103
H: 14.65 10.62 17.72  0.827
H: 13.46 10.37 19.77  0.373
C: 19.35 13.28 10.63  0.010
C: 20.10 13.81 11.69  0.253
C: 21.42 14.20 11.56  0.035
C: 22.05 14.12 10.31  -0.707
C: 21.31 13.59 9.28  -0.768
C: 20.03 13.14 9.41  -0.755
H: 18.32 12.94 10.67  0.230
H: 19.65 13.94 12.66  0.308
H: 21.95 14.61 12.42  0.097
H: 23.06 14.42 10.10  0.446
H: 21.90 13.68 8.38  0.338
H: 19.59 12.82 8.48  0.458
C: 19.82 17.07 13.00  -0.536
C: 20.93 17.85 12.95  -0.540
C: 21.58 18.15 14.16  -0.589
C: 21.20 17.56 15.39  -0.654
C: 20.07 16.74 15.39  -0.276
C: 19.35 16.52 14.22  0.131
H: 19.26 16.89 12.10  0.300
H: 21.14 18.32 12.00  0.447
H: 22.46 18.77 14.01  0.334
H: 21.79 17.76 16.26  0.429
H: 19.73 16.22 16.28  0.624
H: 18.50 15.86 14.15  0.366
C: 14.94 16.64 10.01  -0.700
C: 15.96 16.22 10.88  -0.720
C: 16.21 14.90 11.12  0.183
C: 15.33 13.95 10.59  0.563
C: 14.30 14.32 9.74  -0.388
C: 14.12 15.68 9.46  -0.585
H: 14.77 17.68 9.76  0.473
H: 16.69 16.95 11.18  0.351
H: 17.08 14.66 11.72  0.383
H: 15.57 12.90 10.65  -0.160
H: 13.61 13.64 9.27  0.381
H: 13.30 16.03 8.86  0.353
N: 18.35 7.47 18.00  -0.625
C: 17.69 7.67 16.80  -0.822
C: 18.03 8.74 15.96  1.053
C: 19.01 9.62 16.43  -0.273
C: 19.62 9.38 17.63  -0.319
C: 19.32 8.30 18.39  -0.526
H: 16.89 6.96 16.62  0.576
H: 17.56 8.96 15.01  -0.344
H: 19.33 10.42 15.79  0.644
H: 20.46 9.94 18.02  0.227
H: 19.94 8.09 19.24  0.390
N: 16.65 17.87 15.73  -0.464
C: 16.01 17.03 16.51  -0.474
C: 14.77 16.48 16.25  -0.046
C: 14.15 16.76 15.00  -0.390
C: 14.94 17.48 14.07  -0.216
C: 16.09 18.13 14.51  -0.756
H: 16.39 17.00 17.52  0.383
H: 14.25 15.91 17.00  0.532
H: 13.20 16.32 14.74  0.491
H: 14.51 17.73 13.11  0.495
H: 16.69 18.77 13.87  0.441
N: 15.15 6.91 13.86  -0.355
C: 13.89 7.36 13.77  -0.675
C: 13.45 8.06 12.63  -0.848
C: 14.40 8.33 11.63  0.546
C: 15.63 7.78 11.68  0.199
C: 16.05 7.07 12.85  -0.869
H: 13.24 7.09 14.59  0.510
H: 12.42 8.38 12.56  0.541
H: 14.16 8.88 10.73  0.320
H: 16.34 7.88 10.88  0.156
H: 16.98 6.53 12.92  0.442
N: 16.01 15.16 19.38  -0.189
C: 16.64 14.17 18.73  -0.540
C: 17.79 13.55 19.27  -0.848
C: 18.26 13.97 20.54  -0.455
C: 17.67 15.10 21.16  -0.286
C: 16.57 15.69 20.51  -0.497
H: 16.18 13.86 17.80  1.070
H: 18.32 12.72 18.80  0.620
H: 19.13 13.54 21.02  0.399
H: 18.13 15.44 22.07  0.415
H: 16.23 16.61 20.96  0.334
N: 16.36 10.93 9.67  0.355
C: 17.50 10.18 9.45  0.129
C: 17.53 9.09 8.55  -0.885
C: 16.36 8.67 7.96  -0.428
C: 15.19 9.40 8.18  -0.576
C: 15.27 10.53 9.05  -0.323
H: 18.45 10.36 9.93  0.227
H: 18.44 8.55 8.35  0.450
H: 16.46 7.78 7.36  0.404
H: 14.30 9.01 7.71  0.420
H: 14.46 11.22 9.26  0.192
N: 24.72 9.04 13.71  -0.649
C: 23.89 10.03 14.10  -0.417
C: 22.50 9.81 14.39  -0.040
C: 22.02 8.56 14.21  -0.002
C: 22.81 7.59 13.68  -0.536
C: 24.14 7.87 13.51  -0.385
H: 24.24 11.03 14.33  0.417
H: 21.87 10.60 14.77  0.417
H: 20.97 8.46 14.45  0.352
H: 22.35 6.64 13.44  0.418
H: 24.82 7.19 13.01  0.385
N: 19.74 9.78 12.35  0.719
C: 20.62 10.15 11.33  -0.675
C: 21.06 9.22 10.35  -0.784
C: 20.41 7.99 10.39  -0.758
C: 19.44 7.65 11.31  -0.392
C: 19.09 8.59 12.25  0.835
H: 21.20 11.06 11.37  0.404
H: 21.79 9.41 9.58  0.537
H: 20.63 7.25 9.63  0.457
H: 18.96 6.68 11.27  0.476
H: 18.26 8.47 12.92  -0.838
N: 17.30 13.07 13.92  1.224
C: 17.03 11.81 13.50  -0.995
C: 15.96 11.07 13.90  0.437
C: 15.13 11.65 14.82  -1.323
C: 15.28 12.98 15.24  -0.192
C: 16.43 13.63 14.79  -0.264
H: 17.77 11.38 12.84  0.185
H: 15.75 10.13 13.42  -0.479
H: 14.31 11.10 15.26  0.780
H: 14.57 13.51 15.85  0.409
H: 16.59 14.66 15.07  0.118
N: 10.35 8.18 14.80  -0.533
C: 9.41 9.13 14.36  -0.414
C: 8.87 10.10 15.23  -0.309
C: 9.14 10.02 16.61  -0.252
C: 9.95 9.02 17.07  -0.270
C: 10.56 8.15 16.15  -0.346
H: 9.34 9.23 13.29  0.480
H: 8.36 10.95 14.80  0.374
H: 8.79 10.80 17.27  0.384
H: 10.13 8.85 18.12  0.408
H: 11.15 7.33 16.53  0.529

As for the HOMO energy: -8.82 eV. The calculation puts the LUMO energy at 0.446 eV.

***

Entry 2:
Here is a cluster of 3 separate species, C23H43BClO13PS2 in total at a distorted geometry from the Open Molecules 2025 dataset. Energies are from wB97M-V/def2-TZVPD.

Each line ends with the Mulliken charge.
Atoms and positions in Å:
C: -5.81 1.49 -3.34  -0.824
O: -4.46 1.46 -2.88  -0.114
C: -3.60 2.14 -3.77  -0.879
C: -2.16 2.11 -3.25  -0.636
C: -1.59 0.66 -3.18  -0.687
C: -1.32 0.14 -1.74  -0.969
C: 0.09 -0.51 -1.60  -0.966
C: 1.20 0.45 -1.18  1.129
C: 2.47 0.09 -1.19  0.485
C: 2.94 -1.29 -1.61  -0.660
P: 3.30 -1.45 -3.39  1.040
O: 2.12 -1.27 -4.24  -0.666
O: 4.56 -0.55 -3.83  -0.504
O: 3.81 -2.99 -3.59  -0.594
C: 3.51 1.10 -0.74  -0.299
O: 4.55 1.25 -1.31  -0.614
C: 3.11 1.91 0.49  0.752
B: 4.14 2.27 1.64  0.333
C: 4.93 1.13 2.43  -0.930
O: 4.43 3.58 2.03  -0.596
C: 1.84 2.28 0.50  0.399
C: 1.15 3.06 1.62  -1.313
C: 1.56 4.57 1.71  -0.616
C: 1.66 4.95 3.21  -0.500
Cl: 0.02 4.61 3.95  -0.227
C: 0.96 1.87 -0.68  -0.811
O: 0.19 2.63 -1.17  -0.564
H: -6.04 0.58 -3.91  0.278
H: -6.45 1.47 -2.45  0.151
H: -6.04 2.41 -3.89  0.399
H: -3.90 3.21 -3.76  0.477
H: -3.69 1.80 -4.82  0.390
H: -2.12 2.64 -2.29  0.257
H: -1.57 2.66 -4.00  0.308
H: -0.71 0.57 -3.82  0.567
H: -2.36 0.00 -3.62  0.397
H: -1.50 0.90 -0.98  0.401
H: -2.05 -0.65 -1.53  0.565
H: 0.35 -1.11 -2.47  0.297
H: -0.01 -1.23 -0.76  0.240
H: 2.14 -2.00 -1.37  0.334
H: 3.82 -1.57 -1.03  0.389
H: 4.30 0.38 -3.79  0.360
H: 3.57 -3.51 -2.81  0.350
H: 5.99 1.26 2.16  0.308
H: 4.63 0.13 2.09  0.248
H: 4.84 1.26 3.51  0.331
H: 4.68 4.05 1.22  0.351
H: 1.34 2.51 2.56  0.604
H: 0.08 3.01 1.42  0.486
H: 2.47 4.81 1.17  0.399
H: 0.70 5.14 1.34  0.374
H: 2.33 4.27 3.73  0.249
H: 1.91 6.00 3.36  0.416
C: 5.03 -5.02 2.53  -1.007
C: 4.41 -5.44 1.22  -0.135
O: 3.01 -5.74 1.36  -0.310
S: 1.98 -4.52 1.43  1.083
C: 0.51 -5.46 1.18  -1.035
O: 2.20 -3.66 0.30  -0.469
O: 1.97 -4.00 2.76  -0.627
H: 4.65 -4.05 2.86  0.265
H: 6.11 -4.93 2.43  0.403
H: 4.80 -5.74 3.32  0.267
H: 4.56 -4.68 0.45  0.145
H: 4.88 -6.36 0.87  0.292
H: 0.54 -5.90 0.18  0.309
H: -0.33 -4.77 1.26  0.378
H: 0.44 -6.23 1.94  0.378
C: -5.36 -1.77 2.90  -0.982
C: -6.50 -0.82 2.57  -0.338
O: -6.03 0.48 2.19  -0.252
S: -5.45 0.67 0.71  1.203
C: -5.44 2.43 0.70  -0.952
O: -6.43 0.21 -0.23  -0.682
O: -4.10 0.20 0.67  -0.561
H: -4.78 -2.01 2.01  0.278
H: -5.75 -2.70 3.31  0.390
H: -4.68 -1.31 3.62  0.262
H: -7.14 -1.23 1.78  0.311
H: -7.12 -0.67 3.45  0.285
H: -6.46 2.79 0.78  0.324
H: -5.00 2.75 -0.25  0.302
H: -4.83 2.78 1.53  0.380

As for the HOMO energy: -9.38 eV. The calculation puts the LUMO energy at -0.502 eV. The SMILES is COCCCCCC1=C(CP(=O)(O)O)C(=O)C(B(C)O)=C(CCCCl)C1=O.CCOS(C)(=O)=O.CCOS(C)(=O)=O.